DFT (ωB97M-V with the def2-TZVPD basis set) results for 2 unconnected molecules or ions with the total composition C4H3F3N2OS.

```
14
Properties=species:S:1:pos:R:3
C -2.0057 0.5674 0.9628
C -1.1236 0.2553 0.0331
C 1.4249 0.5977 0.1810
C 1.6891 -0.8734 0.0241
N -1.5839 -0.3585 -1.0894
N -2.8133 -0.6656 -0.9859
O 1.5636 1.4538 -0.7981
F 1.0927 -1.6431 0.9349
F 3.0784 -1.0670 0.1466
F 1.4489 -1.2291 -1.3004
S -3.5331 -0.0245 0.3420
H -2.0066 1.2081 1.9044
H 1.5225 0.7683 1.2414
H 1.2460 1.0105 -1.5964
```

relative energy (zero: lowest compared OMol25 entry of this formula, charge and spin) = 79.10 kcal per mole
E_HOMO (spin up / spin down) = -9.46 / -9.01 eV
orbital gap (spin up / spin down) = 8.8 / 7.9 eV
energy = -1036.5901 hartree
net charge = 0

=====

DFT (ωB97M-V with the def2-TZVPD basis set) results for a single C4H3FN2 molecule.

```
10
Properties=species:S:1:pos:R:3
F -2.4684 -0.0987 -0.1408
C -1.0779 -0.1324 0.1465
C -0.4310 0.9805 0.0721
C 0.9704 0.9481 -0.0432
N 1.5195 -0.2868 -0.1006
C 0.6734 -1.3930 -0.0400
N -0.6782 -1.3767 0.1115
H -1.0913 1.9045 -0.0272
H 1.6035 1.8930 0.1209
H 0.9799 -2.4386 -0.0992
```

relative energy (zero: lowest compared OMol25 entry of this formula, charge and spin) = 27.33 kcal per mole
E_HOMO = -10.55 eV
SMILES string = Fc1ccncn1
orbital gap = 10.6 eV
energy = -363.5624 hartree
net charge = 0

=====

DFT (ωB97M-V with the def2-TZVPD basis set) results for a single C4H3FN2O molecule.

```
11
Properties=species:S:1:pos:R:3
C -0.8656 0.3917 -0.4215
C -0.2667 -0.3777 0.5064
C 1.6189 0.0071 -0.5018
C -0.5372 -1.0218 1.7514
N 1.1264 0.5681 -1.5213
N -0.1746 0.8476 -1.4929
O 0.3368 -1.2820 2.5447
F 2.8289 -0.3919 -0.1077
H -1.8862 0.5107 -0.5539
H -1.6525 -0.8378 1.9123
H -0.5284 1.5859 -2.1156
```

relative energy (zero: lowest compared OMol25 entry of this formula, charge and spin) = 125.22 kcal per mole
E_HOMO = -9.27 eV
orbital gap = 9.4 eV
energy = -438.6681 hartree
net charge = 0

=====

DFT (ωB97M-V with the def2-TZVPD basis set) results for 2 unconnected molecules or ions with the total composition C4H3FO.

```
9
Properties=species:S:1:pos:R:3
C -1.5173 -0.1879 1.4518
C -0.5670 -0.4063 2.1730
C -0.0097 0.2192 -1.5842
C 1.2722 0.3622 -1.3293
O -1.1098 0.0411 -1.8356
F 0.4583 -0.7436 2.9248
H -1.9023 -0.2027 0.4629
H 1.6143 1.2953 -1.4651
H 1.7614 -0.3774 -0.7983
```

relative energy (zero: lowest compared OMol25 entry of this formula, charge and spin) = 34.26 kcal per mole
E_HOMO (spin up / spin down) = -5.48 / -10.71 eV
orbital gap (spin up / spin down) = 6.1 / 8.4 eV
energy = -329.0207 hartree
multiplicity = 3
net charge = 0

=====

DFT (ωB97M-V with the def2-TZVPD basis set) results for a molecular structure, C4H3GaO2.

```
10
Properties=species:S:1:pos:R:3
O 0.7343 -2.1169 0.9741
C -0.0089 -1.1249 0.7649
C 0.4330 0.2998 1.1695
C -0.5347 0.6991 0.1184
C -0.7195 0.9159 -1.1996
H 1.4997 0.5188 0.9944
H 0.1085 0.4980 2.2032
H -0.8355 1.9413 -1.5812
Ga -0.1075 -1.5977 -1.3032
O -0.5693 -0.0333 -2.1404
```

relative energy (zero: lowest compared OMol25 entry of this formula, charge and spin) = 8.87 kcal per mole
E_HOMO (spin up / spin down) = -14.01 / -14.28 eV
orbital gap (spin up / spin down) = 7.2 / 6.9 eV
energy = -2228.9762 hartree
multiplicity = 2
net charge = +1

=====

DFT (ωB97M-V with the def2-TZVPD basis set) results for a molecular structure, C4H3GaO6.

```
14
Properties=species:S:1:pos:R:3
C -1.3602 1.0516 0.2783
C -0.0391 1.3709 0.4468
O 0.8352 0.3346 0.6644
C 2.2408 0.5035 0.8855
O 2.6836 1.5909 1.1448
O 2.7559 -0.6458 0.7514
H -1.7547 0.2788 0.9447
H 0.4227 2.2982 0.1085
H -2.0050 1.8436 -0.1026
O -1.7054 -0.6225 -1.2783
O -1.6392 -2.4934 -2.2709
O -0.3070 -2.2038 -0.5112
C -1.1974 -1.8053 -1.3235
Ga 1.0696 -1.5012 0.2620
```

relative energy (zero: lowest compared OMol25 entry of this formula, charge and spin) = 20.86 kcal per mole
E_HOMO (spin up / spin down) = -14.36 / -14.23 eV
orbital gap (spin up / spin down) = 6.3 / 6.2 eV
energy = -2530.0367 hartree
multiplicity = 2
net charge = +1

=====

DFT (ωB97M-V with the def2-TZVPD basis set) results for a molecular structure, C4H3HgLiMgO2.

```
12
Properties=species:S:1:pos:R:3
C 0.5143 1.5370 -0.5164
O 1.7235 1.1315 -0.8994
Hg -2.9532 -1.8381 -0.5231
Li 2.1936 0.4178 0.8946
H -0.5902 2.1667 -0.5714
C -0.2250 0.9934 0.5340
C 0.2020 -0.3150 1.1110
C -0.0531 -1.4603 0.4469
O -0.6785 -1.5672 -0.7926
Mg 0.3777 -0.3336 -1.8138
H -0.6430 1.7176 1.2435
H 0.1319 -2.4498 0.8868
```

relative energy (zero: lowest compared OMol25 entry of this formula, charge and spin) = 22.93 kcal per mole
E_HOMO (spin up / spin down) = -10.89 / -10.79 eV
orbital gap (spin up / spin down) = 5.1 / 5.1 eV
energy = -665.3430 hartree
multiplicity = 2
net charge = +1

=====

DFT (ωB97M-V with the def2-TZVPD basis set) results for a single C4H3I molecule.

```
8
Properties=species:S:1:pos:R:3
C -0.0726 0.6159 0.2369
C -1.0136 -0.3836 0.1049
C 1.0873 0.9576 -0.2029
C -0.4384 -1.5313 0.0082
I -3.0109 0.2058 -0.0139
H 1.3766 1.9115 0.0515
H 1.7370 0.2879 -0.6822
H 0.3346 -2.0639 0.4975
```

relative energy (zero: lowest compared OMol25 entry of this formula, charge and spin) = 78.43 kcal per mole
E_HOMO (spin up / spin down) = -8.62 / -8.80 eV
orbital gap (spin up / spin down) = 8.0 / 8.3 eV
energy = -451.6895 hartree
net charge = 0

=====

DFT (ωB97M-V with the def2-TZVPD basis set) results for a molecular structure, C4H3I.

```
8
Properties=species:S:1:pos:R:3
C -1.3000 -0.5049 -0.2802
C -0.1053 -1.1526 0.0381
C -0.3449 0.5992 -0.2085
C 0.4850 -0.0574 0.7614
I 3.1748 0.3761 -0.2065
H -2.0767 -0.7262 -1.0394
H -0.3684 1.3418 -0.9414
H 0.5355 0.1241 1.8765
```

relative energy (zero: lowest compared OMol25 entry of this formula, charge and spin) = 90.94 kcal per mole
E_HOMO (spin up / spin down) = -8.96 / -8.91 eV
orbital gap (spin up / spin down) = 7.1 / 6.8 eV
energy = -451.6696 hartree
net charge = 0

=====

DFT (ωB97M-V with the def2-TZVPD basis set) results for 2 unconnected molecules or ions with the total composition C4H3I.

```
8
Properties=species:S:1:pos:R:3
C 0.9991 2.3268 0.0004
C -0.7447 -0.6132 -0.0256
C 0.3831 1.2557 -0.0150
C -0.0073 -1.6825 -0.0084
I -2.7562 -0.2223 0.0117
H 1.5032 3.2434 0.0728
H -0.4457 -2.6713 0.0137
H 1.0685 -1.6365 -0.0496
```

relative energy (zero: lowest compared OMol25 entry of this formula, charge and spin) = 106.93 kcal per mole
E_HOMO (spin up / spin down) = -6.26 / -8.70 eV
orbital gap (spin up / spin down) = 6.5 / 4.3 eV
energy = -451.5519 hartree
multiplicity = 3
net charge = 0

=====

DFT (ωB97M-V with the def2-TZVPD basis set) results for 3 unconnected molecules or ions with the total composition C4H3IN2O.

```
11
Properties=species:S:1:pos:R:3
C -1.3082 0.5836 1.8468
C -1.4953 3.5716 -0.3287
C -0.1384 1.3508 1.5056
C 0.1851 0.9786 0.0326
N -2.2689 -0.0494 1.9842
N -2.1565 3.5803 -1.3306
O -0.4055 0.2484 -0.6870
I 1.9256 2.1033 -0.6214
H -0.4857 2.3959 1.6530
H 0.7659 0.9634 2.0519
H -3.3313 2.7762 -1.1253
```

relative energy (zero: lowest compared OMol25 entry of this formula, charge and spin) = 57.61 kcal per mole
E_HOMO = -10.15 eV
orbital gap = 8.7 eV
energy = -636.5175 hartree
net charge = 0

=====

DFT (ωB97M-V with the def2-TZVPD basis set) results for 2 unconnected molecules or ions with the total composition C4H3IO6.

```
14
Properties=species:S:1:pos:R:3
C 1.0411 -0.6155 -0.4251
C -1.5528 1.1276 1.1392
C 0.4040 -0.9387 0.8355
C -1.8318 -0.3359 0.5685
O 1.0213 0.7519 -0.8277
O -0.8343 1.8953 0.4153
O 1.4823 -1.4724 -1.2066
O -2.1865 1.4299 2.1711
O 0.4560 -2.2722 1.3551
O -2.4997 -1.2443 0.9864
I -2.4264 0.2390 -1.5953
H 0.4916 -0.2600 1.5508
H 0.1271 -2.8467 0.5452
H 0.1623 1.2123 -0.4667
```

E_HOMO = 0.07 eV
orbital gap = 5.1 eV
energy = -903.3542 hartree
net charge = -2